1.
Computed, not measured: a cluster of 4 separate species, CH12NO3 in total, with ωB97M-V/def2-TZVPD.

Atoms and positions in Å:
C (-1.74, -0.87, -0.57)
N (-1.17, -0.75, -1.94)
H (-2.17, -1.87, -0.32)
H (-0.94, -0.66, 0.18)
H (-2.41, -0.17, -0.35)
H (-1.62, -1.38, -2.73)
H (-0.17, -1.00, -2.02)
H (-1.17, 0.29, -2.19)
H (0.01, 3.34, 0.20)
H (1.04, 2.33, 0.28)
O (0.26, 2.62, -0.40)
H (0.62, -0.08, 3.79)
H (0.39, -1.61, 3.82)
O (0.43, -0.88, 3.18)
H (2.17, -1.08, -0.96)
H (2.70, -0.01, 0.01)
O (1.83, -0.20, -0.61)

Results
Lowest unoccupied orbital energy (eV): -3.62
Total charge: +1
HOMO (eV): -14.33

Formally, the Löwdin partial charges of the atoms, in units of the elementary charge, are as follows:
1. C -0.024
2. N 0.128
3. H 0.123
4. H 0.111
5. H 0.046
6. H 0.225
7. H 0.139
8. H 0.197
9. H 0.027
10. H 0.115
11. O -0.138
12. H 0.091
13. H 0.027
14. O -0.112
15. H 0.062
16. H 0.146
17. O -0.164

2.
Computed, not measured: a cluster of 4 separate species, CH12NO3 in total, with ωB97M-V/def2-TZVPD.

Atoms and positions in Å:
C (1.97, -1.08, 0.25)
N (0.78, -0.50, -0.64)
H (2.51, -1.90, -0.23)
H (2.58, -0.32, 0.72)
H (1.27, -1.58, 1.04)
H (0.76, -0.50, -1.70)
H (0.63, 0.45, -0.35)
H (-0.17, -0.76, -0.27)
H (-0.57, 2.53, -0.88)
H (-1.62, 1.57, -1.31)
O (-1.13, 1.88, -0.51)
H (-2.49, -1.51, -0.27)
H (-3.78, -1.11, -0.84)
O (-2.86, -1.12, -1.00)
H (0.01, 1.46, 2.35)
H (1.46, 1.10, 2.03)
O (0.65, 1.40, 1.63)

Results
Lowest unoccupied orbital energy (eV): -3.53
Total charge: +1
HOMO (eV): -15.31

Formally, the Löwdin partial charges of the atoms, in units of the elementary charge, are as follows:
1. C 0.024
2. N 0.120
3. H 0.095
4. H 0.077
5. H 0.130
6. H 0.194
7. H 0.066
8. H 0.149
9. H 0.024
10. H 0.077
11. O -0.049
12. H -0.018
13. H 0.043
14. O -0.001
15. H 0.071
16. H 0.031
17. O -0.034

Which of them is most stable? Easy: 2.

1.
Computed, not measured: a cluster of 2 separate species, C5H14OS in total, with ωB97M-V/def2-TZVPD.

Atoms and positions in Å:
C (-1.74, -1.38, -1.05)
C (-1.92, 0.13, -0.87)
C (-0.98, 0.86, 0.10)
C (0.50, 0.97, -0.34)
S (1.40, 2.21, 0.54)
C (2.68, 1.25, 1.46)
H (-2.54, -1.62, -1.77)
H (-1.81, -2.02, -0.17)
H (-0.81, -1.69, -1.53)
H (-1.95, 0.58, -1.86)
H (-2.92, 0.25, -0.44)
H (-1.44, 1.84, 0.25)
H (-0.91, 0.30, 1.03)
H (0.58, 1.23, -1.40)
H (0.92, -0.03, -0.21)
H (3.66, 1.59, 1.12)
H (2.56, 1.46, 2.52)
H (2.63, 0.20, 1.21)
O (-1.18, -4.89, -0.37)
H (-1.45, -5.39, 0.40)
H (-0.37, -4.50, -0.08)

Results
Lowest unoccupied orbital energy (eV): 0.70
Structure (SMILES): CCCCSC.O
HOMO (eV): -8.34

Formally, the Löwdin partial charges of the atoms, in units of the elementary charge, are as follows:
1. C -0.120
2. C -0.271
3. C -0.280
4. C -0.559
5. S 0.802
6. C -0.386
7. H 0.071
8. H 0.061
9. H 0.066
10. H 0.105
11. H 0.101
12. H 0.094
13. H 0.107
14. H 0.066
15. H 0.071
16. H 0.019
17. H 0.018
18. H 0.028
19. O -0.044
20. H 0.037
21. H 0.013

2.
Computed, not measured: a cluster of 2 separate species, C5H14OS in total, with ωB97M-V/def2-TZVPD.

Atoms and positions in Å:
C (0.36, -1.67, 1.56)
C (-0.96, -0.99, 1.18)
C (-0.99, -0.54, -0.27)
C (0.17, 0.39, -0.67)
S (0.45, 1.77, 0.45)
C (-1.06, 2.72, 0.20)
H (0.80, -2.14, 0.67)
H (1.07, -0.93, 1.94)
H (0.23, -2.43, 2.32)
H (-1.12, -0.15, 1.86)
H (-1.79, -1.69, 1.37)
H (-1.89, 0.04, -0.51)
H (-0.92, -1.41, -0.93)
H (1.11, -0.17, -0.70)
H (0.07, 0.70, -1.71)
H (-1.08, 3.16, -0.79)
H (-1.11, 3.49, 0.96)
H (-1.95, 2.09, 0.33)
O (1.35, -2.97, -2.51)
H (2.26, -3.27, -2.57)
H (1.30, -2.19, -3.09)

Results
Lowest unoccupied orbital energy (eV): 0.68
Structure (SMILES): CCCCSC.O
HOMO (eV): -8.42

Formally, the Löwdin partial charges of the atoms, in units of the elementary charge, are as follows:
1. C -0.108
2. C -0.287
3. C -0.280
4. C -0.528
5. S 0.798
6. C -0.412
7. H 0.065
8. H 0.066
9. H 0.063
10. H 0.088
11. H 0.103
12. H 0.094
13. H 0.107
14. H 0.062
15. H 0.074
16. H 0.032
17. H 0.030
18. H 0.028
19. O -0.062
20. H 0.033
21. H 0.035

Which of them is most stable? Easy: 2.

1.
Computed, not measured: the molecule C2H2N4, with ωB97M-V/def2-TZVPD.

Atoms and positions in Å:
N (0.30, 0.50, -3.23)
C (-0.24, 0.47, -2.22)
N (-0.90, 0.19, -1.04)
N (-0.11, 0.06, 0.09)
C (-2.07, 1.14, -1.15)
N (-3.02, 1.73, -1.39)
H (-0.42, -0.57, 0.87)
H (0.28, 0.91, 0.56)

Results
Lowest unoccupied orbital energy (eV): 0.13
Structure (SMILES): N#CN(N)C#N
HOMO (eV): -11.11

Formally, the Löwdin partial charges of the atoms, in units of the elementary charge, are as follows:
1. N 0.180
2. C -0.289
3. N -0.130
4. N 0.026
5. C -0.184
6. N 0.158
7. H 0.122
8. H 0.118

2.
Computed, not measured: the molecule C2H2N4, with ωB97M-V/def2-TZVPD.

Atoms and positions in Å:
C (-0.33, 1.02, -0.10)
N (0.95, 0.67, -0.11)
C (1.02, -0.67, 0.03)
N (-0.17, -1.51, -0.11)
N (-1.33, -0.91, -0.04)
N (-1.54, 0.32, -0.01)
H (-0.75, 2.09, 0.20)
H (2.14, -1.01, 0.15)

Results
Lowest unoccupied orbital energy (eV): -0.66
Structure (SMILES): c1ncnnn1
HOMO (eV): -9.50

Formally, the Löwdin partial charges of the atoms, in units of the elementary charge, are as follows:
1. C -0.187
2. N 0.073
3. C -0.107
4. N 0.032
5. N -0.120
6. N 0.028
7. H 0.138
8. H 0.144

Which of them is most stable? Easy: 1.

1.
Computed, not measured: the molecule C4H6I2, with ωB97M-V/def2-TZVPD.

Atoms and positions in Å:
C (0.04, 0.29, 1.88)
C (-0.07, 0.55, 0.42)
I (0.00, 2.57, -0.20)
C (-0.20, -0.45, -0.48)
C (0.06, -0.36, -1.95)
I (-0.85, -2.30, 0.24)
H (-0.84, -0.16, 2.32)
H (0.90, -0.43, 1.95)
H (0.23, 1.17, 2.52)
H (0.73, -1.26, -1.94)
H (0.72, 0.57, -2.05)
H (-0.73, -0.19, -2.72)

Results
Lowest unoccupied orbital energy (eV): 0.06
Structure (SMILES): C/C(I)=C(/C)I
HOMO (eV): -8.65

Formally, the Löwdin partial charges of the atoms, in units of the elementary charge, are as follows:
1. C -0.245
2. C -0.842
3. I 0.868
4. C -0.873
5. C -0.207
6. I 0.915
7. H 0.040
8. H 0.083
9. H 0.065
10. H 0.065
11. H 0.039
12. H 0.093

2.
Computed, not measured: a structure of composition C4H6I2, with ωB97M-V/def2-TZVPD.

Atoms and positions in Å:
C (0.10, -0.72, 1.18)
C (1.29, -0.41, 0.29)
C (0.02, 0.41, 0.15)
C (-0.67, 0.25, -1.26)
I (-0.12, 2.37, 0.92)
I (-2.79, 1.09, -1.10)
H (-0.51, -1.58, 1.13)
H (0.33, -0.46, 2.21)
H (2.22, -0.03, 0.71)
H (1.44, -1.16, -0.51)
H (-0.79, -0.70, -1.67)
H (-0.50, 0.95, -2.04)

Results
Lowest unoccupied orbital energy (eV): 0.11
HOMO (eV): -8.81

Formally, the Löwdin partial charges of the atoms, in units of the elementary charge, are as follows:
1. C -0.166
2. C -0.165
3. C -0.950
4. C -0.499
5. I 0.817
6. I 0.566
7. H 0.091
8. H 0.090
9. H 0.099
10. H 0.106
11. H 0.022
12. H -0.011

Which of them is most stable? Easy: 1.

1.
Computed, not measured: a cluster of 2 separate species, C7H11N2O2 in total, with ωB97M-V/def2-TZVPD.

Atoms and positions in Å:
C (1.22, -0.02, -3.80)
C (-0.12, -0.07, -1.50)
C (0.71, 0.45, -2.49)
C (0.53, 1.95, -0.91)
N (-0.20, 0.84, -0.51)
N (1.08, 1.70, -2.05)
H (-0.73, -0.95, -1.42)
H (-0.78, 0.78, 0.32)
H (2.31, -0.07, -3.84)
H (0.90, 0.61, -4.63)
H (0.64, 2.84, -0.32)
H (0.89, -1.06, -3.92)
C (-1.06, -0.99, 2.13)
C (0.38, -1.30, 2.69)
C (-1.57, 0.45, 2.60)
O (-1.00, 0.91, 3.59)
O (-2.40, 0.94, 1.79)
H (-1.09, -1.02, 1.05)
H (-1.61, -1.87, 2.48)
H (0.77, -0.36, 3.09)
H (0.89, -1.95, 1.99)
H (0.22, -1.78, 3.66)

Results
Lowest unoccupied orbital energy (eV): 3.43
Total charge: -1
HOMO (eV): -4.58

Formally, the Löwdin partial charges of the atoms, in units of the elementary charge, are as follows:
1. C -0.074
2. C -0.082
3. C -0.357
4. C -0.184
5. N 0.073
6. N 0.049
7. H 0.108
8. H 0.096
9. H 0.067
10. H 0.063
11. H 0.110
12. H 0.068
13. C -0.182
14. C -0.127
15. C -0.750
16. O -0.063
17. O -0.104
18. H 0.049
19. H 0.086
20. H 0.051
21. H 0.049
22. H 0.056

2.
Computed, not measured: a cluster of 2 separate species, C7H11N2O2 in total, with ωB97M-V/def2-TZVPD.

Atoms and positions in Å:
C (1.71, 1.91, -0.40)
C (2.68, 1.49, -1.54)
O (2.42, 1.90, -2.69)
O (3.66, 0.81, -1.15)
H (2.15, 2.82, 0.03)
H (1.72, 1.16, 0.39)
H (0.69, 2.14, -0.70)
C (-2.14, 0.35, -0.16)
C (-3.26, -0.27, -1.00)
C (-1.53, -0.64, 0.78)
C (-1.70, -1.99, 0.94)
C (-0.04, -1.27, 2.20)
N (-0.48, -0.22, 1.57)
N (-0.74, -2.38, 1.83)
H (-1.32, 0.66, -0.82)
H (-2.42, 1.26, 0.37)
H (-3.98, -0.80, -0.37)
H (-2.29, -2.67, 0.34)
H (0.93, -1.40, 2.66)
H (-0.47, -3.33, 2.06)
H (-2.80, -0.96, -1.69)
H (-3.84, 0.46, -1.57)

Results
Lowest unoccupied orbital energy (eV): 2.84
Total charge: -1
HOMO (eV): -3.59

Formally, the Löwdin partial charges of the atoms, in units of the elementary charge, are as follows:
1. C -0.066
2. C -0.816
3. O -0.118
4. O -0.126
5. H 0.054
6. H 0.029
7. H 0.034
8. C -0.200
9. C -0.118
10. C -0.314
11. C -0.083
12. C -0.198
13. N 0.107
14. N 0.027
15. H 0.110
16. H 0.109
17. H 0.067
18. H 0.109
19. H 0.118
20. H 0.140
21. H 0.071
22. H 0.064

Which of them is most stable? Easy: 1.

1.
Computed, not measured: a cluster of 2 separate species, C2H7N2OS in total, with ωB97M-V/def2-TZVPD.

Atoms and positions in Å:
C (0.99, 0.86, 0.05)
C (-2.95, -0.72, -0.13)
N (2.00, 1.54, 0.53)
N (1.02, -0.42, -0.24)
O (-1.77, -0.55, 0.16)
S (2.51, -1.34, -0.32)
H (-3.14, -0.99, -1.19)
H (-3.69, -0.59, 0.73)
H (1.93, 2.59, 0.54)
H (2.82, 1.07, 0.68)
H (0.04, -0.96, -0.38)
H (-0.09, 1.37, 0.16)
H (2.41, -1.68, -1.64)

Results
Lowest unoccupied orbital energy (eV): -3.48
Total charge: +1
HOMO (eV): -14.19

Formally, the Löwdin partial charges of the atoms, in units of the elementary charge, are as follows:
1. C -0.255
2. C -0.037
3. N 0.168
4. N -0.349
5. O -0.086
6. S 0.839
7. H 0.103
8. H 0.121
9. H 0.177
10. H 0.054
11. H 0.156
12. H 0.199
13. H -0.090

2.
Computed, not measured: a cluster of 2 separate species, C2H7N2OS in total, with ωB97M-V/def2-TZVPD.

Atoms and positions in Å:
C (-0.12, -0.05, -0.48)
C (1.24, -0.25, 1.30)
N (0.02, 1.06, -1.15)
N (-0.95, -1.01, -0.67)
O (-1.88, -1.10, -1.78)
S (0.32, -0.83, 2.58)
H (1.55, 0.81, 1.19)
H (2.08, -0.86, 0.90)
H (0.75, 1.64, -0.94)
H (-0.72, 1.47, -1.71)
H (-1.25, -1.59, 0.06)
H (-1.34, -0.68, -2.52)
H (0.26, -2.17, 2.47)

Results
Lowest unoccupied orbital energy (eV): -4.53
Total charge: +1
HOMO (eV): -13.65

Formally, the Löwdin partial charges of the atoms, in units of the elementary charge, are as follows:
1. C -0.196
2. C -0.406
3. N 0.183
4. N 0.026
5. O 0.030
6. S 0.827
7. H 0.062
8. H 0.069
9. H 0.080
10. H 0.143
11. H 0.131
12. H 0.138
13. H -0.089

Which of them is most stable? Easy: 1.